No. 1
# C32H28AsBr2F2N2S4SbTi

C32H28AsBr2F2N2S4SbTi as an isolated structure (ωB97M-V with the def2-TZVPD basis set, the OMol25 dataset).

```
73
Properties=species:S:1:pos:R:3:mulliken_charge:R:1
Ti -1.66 2.61 -1.53 0.42
S -5.78 1.97 -4.01 -0.57
As -4.07 2.38 -2.88 0.13
S -2.38 3.46 -3.79 -0.50
S -2.90 0.59 -2.17 -0.43
S -4.09 3.48 -1.02 -0.44
Br -1.24 1.83 5.15 -0.27
C -1.33 2.05 3.26 -0.53
C -1.96 1.03 2.49 -0.58
C -2.01 1.21 1.15 -0.68
N -1.46 2.28 0.48 1.04
C -0.88 3.29 1.26 0.15
C -0.84 3.16 2.69 -0.74
C -0.44 4.37 0.54 0.78
C 0.28 5.49 1.07 -1.15
C 0.68 6.46 0.24 0.21
Br 1.65 7.95 0.92 -0.27
C 0.41 6.40 -1.16 -1.14
C -0.26 5.32 -1.62 -0.09
N -0.69 4.28 -0.83 0.63
H -2.39 0.15 2.94 0.53
H -2.53 0.50 0.52 0.42
H -0.41 3.95 3.28 0.39
H 0.50 5.53 2.13 0.37
H 0.72 7.19 -1.83 0.39
H -0.51 5.24 -2.67 0.29
C 0.05 -1.89 -3.79 -1.35
C 0.19 -3.15 -2.97 0.74
C 0.26 -4.39 -3.60 -0.76
C 0.39 -5.57 -2.88 -0.58
C 0.45 -5.52 -1.50 -0.93
C 0.38 -4.29 -0.85 -0.03
C 0.25 -3.10 -1.57 0.06
Sb 0.11 -1.21 -0.53 1.01
C -0.93 -2.12 1.15 0.48
C -2.30 -2.18 0.86 -0.92
C -3.22 -2.64 1.79 -0.68
C -2.79 -3.04 3.04 -0.67
C -1.43 -3.01 3.34 -0.64
C -0.49 -2.56 2.41 1.50
C 0.96 -2.58 2.83 -1.75
C 2.18 -1.18 0.08 0.06
C 3.13 -2.03 -0.48 -0.58
C 4.47 -1.93 -0.14 -0.78
C 4.87 -0.96 0.77 -0.64
C 3.93 -0.09 1.31 -0.65
C 2.59 -0.18 0.97 1.01
C 1.59 0.79 1.57 -1.18
H -0.02 -2.13 -4.85 0.40
H 0.90 -1.22 -3.65 0.28
H -0.84 -1.32 -3.51 0.17
H 0.21 -4.43 -4.69 0.34
H 0.44 -6.52 -3.40 0.34
H 0.55 -6.44 -0.92 0.43
H 0.41 -4.26 0.23 0.26
H -2.66 -1.84 -0.10 0.41
H -4.27 -2.66 1.53 0.42
H -3.49 -3.38 3.79 0.35
H -1.09 -3.33 4.31 0.37
H 1.23 -1.64 3.33 0.30
H 1.63 -2.71 1.99 0.21
H 1.14 -3.39 3.54 0.56
H 2.82 -2.80 -1.18 0.40
H 5.20 -2.61 -0.57 0.41
H 5.92 -0.87 1.04 0.34
H 4.25 0.68 2.01 0.38
H 2.04 1.36 2.38 0.56
H 0.72 0.27 1.98 -0.14
H 1.23 1.49 0.81 0.13
F 0.40 1.13 -3.38 -0.20
C 0.29 2.22 -2.50 0.20
F 1.33 1.97 -1.56 -0.23
H 0.64 3.08 -3.08 0.24
```

Computed properties:
- Highest occupied orbital energy (alpha / beta): -0.883 / -0.879 eV
- Charge: -2
- ΔE to the lowest compared entry with this formula, charge and spin: 0.0 kcal per mole



No. 2
# C3H8N2

One molecule with the formula C3H8N2 in a non-equilibrium geometry (ωB97M-V with the def2-TZVPD basis set, the OMol25 dataset).

```
13
Properties=species:S:1:pos:R:3:mulliken_charge:R:1
C 2.19 -0.35 0.01 -0.86
N 1.40 0.74 0.15 -0.51
C 0.15 0.89 -0.12 0.05
N -0.78 -0.11 -0.25 -0.25
C -2.19 -0.01 0.14 -0.86
H 1.76 -1.07 -0.56 0.38
H 2.61 -0.78 0.95 0.22
H 3.10 -0.03 -0.49 0.28
H -0.06 1.89 -0.18 0.44
H -0.30 -1.02 -0.23 0.22
H -2.77 0.70 -0.54 0.27
H -2.38 0.10 1.24 0.30
H -2.71 -0.94 -0.12 0.33
```

Computed properties:
- Highest occupied orbital energy: -8.124 eV
- SMILES: C/N=C\NC
- ΔE to the lowest compared entry with this formula, charge and spin: 61.6 kcal per mole



No. 3
# C4H9N2O

A 2-piece molecular cluster, C4H9N2O overall in a non-equilibrium geometry (ωB97M-V with the def2-TZVPD basis set, the OMol25 dataset).

```
16
Properties=species:S:1:pos:R:3:mulliken_charge:R:1
N 2.57 -2.04 -0.09 -0.63
C 2.11 -0.84 0.58 -0.65
O 0.95 -0.22 0.20 -0.81
H 1.93 -2.82 0.10 0.27
H 2.59 -1.93 -1.09 0.22
H 2.03 -1.04 1.65 0.31
H 2.99 -0.16 0.46 0.24
C -2.40 1.51 0.21 -0.05
C -1.52 1.18 1.18 -0.34
C -1.49 0.52 -1.69 -0.09
N -2.57 0.80 -1.02 -0.48
H -2.96 2.44 0.32 0.29
H -0.61 0.60 0.91 0.05
H -1.58 1.53 2.19 0.25
H -1.57 0.12 -2.71 0.25
H -0.49 0.37 -1.21 0.18
```

Computed properties:
- Highest occupied orbital energy: -2.918 eV
- Charge: -1
- ΔE to the lowest compared entry with this formula, charge and spin: 16.9 kcal per mole



No. 4
# H44IO22

A 23-piece molecular cluster, H44IO22 overall in a non-equilibrium geometry (ωB97M-V with the def2-TZVPD basis set, the OMol25 dataset).

```
67
Properties=species:S:1:pos:R:3:mulliken_charge:R:1
I 0.24 -0.41 0.18 -0.08
O 2.13 -0.39 3.68 -0.72
H 1.80 -0.73 2.81 0.21
H 2.34 0.55 3.50 0.48
O -2.06 2.59 0.85 -0.53
H -1.91 2.40 1.79 0.36
H -2.13 1.72 0.39 0.18
O -2.98 2.40 -2.47 -0.69
H -2.05 2.47 -2.77 0.26
H -3.03 1.48 -2.16 0.52
O -0.42 -2.74 3.34 -0.58
H 0.53 -2.94 3.33 0.27
H -0.80 -3.43 2.72 0.32
O -2.27 -0.47 -2.50 -0.77
H -1.59 -0.50 -1.80 0.12
H -3.04 -0.94 -2.14 0.24
O 4.44 -2.81 2.59 -0.64
H 4.10 -2.76 3.49 0.31
H 4.21 -1.95 2.23 0.38
O 2.80 2.57 -0.30 -0.58
H 2.88 3.19 -1.03 0.29
H 2.07 1.97 -0.56 0.26
O -1.23 1.95 3.64 -0.67
H -0.98 2.56 4.31 0.25
H -0.87 1.04 3.91 0.40
O -4.50 -1.88 -0.96 -0.70
H -3.95 -1.33 -0.38 0.34
H -4.85 -1.23 -1.59 0.31
O 2.45 2.18 2.86 -0.75
H 2.91 2.09 2.00 0.32
H 1.54 1.96 2.68 0.37
O -1.73 -4.85 1.86 -0.72
H -0.93 -4.88 1.28 0.34
H -2.33 -4.33 1.33 0.34
O 3.80 -0.69 0.70 -0.62
H 2.87 -0.85 0.43 0.11
H 3.88 0.27 0.74 0.29
O 1.59 -2.61 -3.55 -0.64
H 1.05 -1.82 -3.72 0.36
H 2.12 -2.78 -4.32 0.27
O -0.68 4.32 -1.84 -0.57
H -0.21 4.37 -0.99 0.30
H -1.52 4.72 -1.64 0.29
O -0.45 -0.26 4.85 -0.75
H -0.74 -1.07 4.37 0.38
H 0.51 -0.35 4.71 0.42
O 2.83 3.51 -3.08 -0.63
H 2.08 2.94 -3.23 0.38
H 2.68 4.31 -3.56 0.29
O 0.21 -3.69 -0.36 -0.61
H 1.01 -3.93 -0.84 0.28
H 0.26 -2.73 -0.25 0.07
O -3.11 -0.32 1.55 -0.52
H -2.67 0.37 2.08 0.22
H -2.58 -1.12 1.71 0.22
O -0.37 -0.37 -4.33 -0.66
H -1.23 -0.51 -3.85 0.42
H -0.58 -0.25 -5.26 0.25
O -4.74 1.15 -0.93 -0.63
H -4.62 1.17 0.05 0.30
H -4.60 2.08 -1.15 0.32
O 0.70 1.59 -2.81 -0.49
H -0.03 1.83 -2.22 0.17
H 0.28 0.97 -3.43 0.32
O 4.07 -1.60 -2.25 -0.69
H 3.12 -1.71 -2.39 0.35
H 4.27 -1.50 -1.31 0.35
```

Computed properties:
- Highest occupied orbital energy: -6.187 eV
- Charge: -1
- ΔE to the lowest compared entry with this formula, charge and spin: 0.0 kcal per mole



No. 5
# C4H6BrNO

C4H6BrNO as an isolated structure in a non-equilibrium geometry (ωB97M-V with the def2-TZVPD basis set, the OMol25 dataset).

```
13
Properties=species:S:1:pos:R:3:mulliken_charge:R:1
C -1.18 1.35 -0.82 -0.79
C -0.49 1.58 0.31 -0.33
C 0.71 1.21 0.76 0.93
C 1.02 -1.73 0.03 -0.83
N -0.16 -1.20 0.83 -0.38
O 1.79 1.20 1.22 -0.34
Br -1.72 -1.12 -0.12 -0.02
H -2.24 1.75 -0.89 0.31
H -0.82 1.13 -1.90 0.29
H -1.03 1.77 1.24 0.21
H 2.04 -1.48 0.45 0.28
H 1.09 -2.84 -0.08 0.32
H 1.01 -1.61 -1.02 0.35
```

Computed properties:
- Highest occupied orbital energy (alpha / beta): -7.592 / -7.924 eV
- ΔE to the lowest compared entry with this formula, charge and spin: 115.3 kcal per mole



No. 6
# C21H49BClN2O13S5

A 5-piece molecular cluster, C21H49BClN2O13S5 overall (ωB97M-V with the def2-TZVPD basis set, the OMol25 dataset).

```
92
Properties=species:S:1:pos:R:3:mulliken_charge:R:1
Cl -1.69 1.37 2.85 -0.40
B -1.67 -0.53 3.29 0.32
C -2.45 -1.31 2.08 -0.69
C -3.27 -2.53 2.53 -0.30
C -3.95 -3.22 1.32 -0.19
C -3.65 -4.72 1.16 -1.15
C -2.18 -5.04 0.84 0.10
C -2.12 -6.09 -0.28 -1.20
C -0.74 -6.28 -0.92 -0.60
S -0.40 -5.41 -2.48 -0.20
C -1.32 -3.94 -2.43 0.35
N -0.80 -2.79 -2.74 -0.17
N -1.79 -1.84 -2.62 -0.47
C -2.83 -2.48 -2.23 -0.08
O -2.64 -3.81 -2.11 -0.17
H -2.16 -0.73 4.38 -0.24
H -0.49 -0.84 3.29 -0.35
H -1.78 -1.61 1.26 0.06
H -3.16 -0.60 1.64 0.14
H -4.06 -2.14 3.17 0.32
H -2.65 -3.23 3.10 0.11
H -5.03 -3.12 1.38 0.46
H -3.63 -2.71 0.41 -0.21
H -3.99 -5.27 2.03 0.38
H -4.29 -5.05 0.33 0.47
H -1.64 -4.13 0.55 0.20
H -1.72 -5.47 1.73 0.35
H -2.35 -7.04 0.20 0.57
H -2.91 -5.92 -1.01 0.45
H -0.65 -7.34 -1.17 0.42
H 0.04 -6.07 -0.18 0.25
H -3.81 -2.10 -1.99 0.50
O 0.05 -5.24 3.88 -0.60
S 0.85 -4.59 4.88 1.25
O 0.56 -3.27 5.30 -0.56
O 2.38 -4.67 4.45 -0.32
C 2.72 -4.14 3.15 -0.22
C 2.69 -2.62 3.10 -0.47
C 0.95 -5.63 6.30 -1.09
H 2.06 -4.57 2.40 0.13
H 3.73 -4.50 2.94 0.28
H 1.68 -2.23 3.24 -0.04
H 3.05 -2.27 2.13 0.30
H 3.31 -2.20 3.89 0.25
H 1.20 -6.64 5.99 0.32
H -0.03 -5.61 6.77 0.37
H 1.70 -5.23 6.97 0.35
O 1.58 0.26 -0.14 -0.61
S 2.42 -0.20 -1.21 1.29
O 3.68 -0.81 -0.92 -0.68
O 2.65 1.01 -2.23 -0.29
C 3.17 2.24 -1.69 -0.21
C 4.64 2.15 -1.34 -1.04
C 1.51 -1.25 -2.29 -0.92
H 2.58 2.55 -0.83 0.33
H 3.03 2.99 -2.47 0.13
H 4.81 1.46 -0.52 0.39
H 5.02 3.13 -1.04 0.39
H 5.22 1.80 -2.19 0.23
H 0.57 -0.77 -2.54 0.31
H 1.34 -2.18 -1.76 0.38
H 2.11 -1.43 -3.18 0.32
O -4.85 7.04 1.95 -0.65
S -5.14 5.95 1.06 1.21
O -6.42 5.31 1.11 -0.62
O -3.99 4.88 1.14 -0.24
C -3.65 4.31 2.43 -0.19
C -4.68 3.32 2.92 -1.01
C -4.84 6.46 -0.60 -0.94
H -3.48 5.10 3.16 0.29
H -2.70 3.80 2.29 0.16
H -5.63 3.81 3.13 0.41
H -4.34 2.83 3.83 0.37
H -4.87 2.56 2.17 0.24
H -3.87 6.93 -0.65 0.30
H -5.62 7.17 -0.87 0.36
H -4.89 5.58 -1.24 0.31
O 3.50 5.44 -3.91 -0.65
S 4.38 5.02 -4.95 1.26
O 5.64 4.42 -4.65 -0.62
O 4.60 6.24 -5.96 -0.27
C 5.09 7.48 -5.40 -0.35
C 6.56 7.42 -5.03 -0.98
C 3.51 3.96 -6.06 -0.95
H 4.47 7.76 -4.55 0.33
H 4.93 8.22 -6.18 0.27
H 6.74 6.72 -4.21 0.30
H 6.90 8.41 -4.72 0.38
H 7.16 7.09 -5.88 0.26
H 2.56 4.42 -6.31 0.32
H 3.35 3.02 -5.53 0.36
H 4.12 3.80 -6.94 0.34
```

Computed properties:
- Highest occupied orbital energy: -4.694 eV
- Charge: -1



No. 7
# C4H9NO2

One molecule with the formula C4H9NO2 in a non-equilibrium geometry (ωB97M-V with the def2-TZVPD basis set, the OMol25 dataset).

```
16
Properties=species:S:1:pos:R:3:mulliken_charge:R:1
H -2.36 0.10 -0.83 0.19
N -2.12 -0.08 0.12 -0.82
C -1.11 0.46 0.71 0.48
O -1.23 0.20 2.00 -0.56
C 0.07 1.20 0.16 -0.43
C 1.31 0.30 0.03 -0.52
C 1.13 -0.90 -0.91 -0.44
O 0.35 -1.94 -0.35 -0.55
H -2.13 -0.28 1.71 0.49
H -0.21 1.58 -0.84 0.30
H 0.31 2.06 0.79 0.30
H 2.14 0.91 -0.34 0.33
H 1.60 -0.08 1.02 0.29
H 0.71 -0.55 -1.87 0.27
H 2.10 -1.34 -1.12 0.32
H -0.57 -1.64 -0.29 0.35
```

Computed properties:
- Highest occupied orbital energy: -10.187 eV
- SMILES: [H]/N=C(/O)CCCO
- ΔE to the lowest compared entry with this formula, charge and spin: 44.7 kcal per mole



No. 8
# C14H17N3O2

One molecule with the formula C14H17N3O2 in a non-equilibrium geometry (ωB97M-V with the def2-TZVPD basis set, the OMol25 dataset).

```
36
Properties=species:S:1:pos:R:3:mulliken_charge:R:1
C -3.32 -2.19 0.72 -1.05
C -1.98 -2.87 0.48 -0.58
C -0.82 -1.90 0.53 -0.39
C -0.88 -0.84 -0.54 -0.87
N 0.07 0.29 -0.43 0.61
C -0.16 1.47 0.31 0.85
C 0.44 2.68 0.05 -0.20
C 0.08 3.85 0.73 -0.54
C -0.82 3.75 1.84 -0.43
C -1.55 2.52 2.08 -0.93
C -1.15 1.42 1.32 -0.11
C 1.33 0.11 -0.96 -0.43
C 1.53 -0.06 -2.29 -0.47
C 2.99 -0.42 -2.76 0.31
O 3.35 -0.31 -3.87 -0.61
N 3.96 -0.75 -1.90 -0.04
C 3.65 -0.72 -0.59 0.22
O 4.42 -1.20 0.21 -0.66
N 2.44 -0.13 -0.12 -0.08
H -3.98 -3.05 0.89 0.40
H -3.82 -1.65 -0.15 0.27
H -3.29 -1.49 1.58 0.22
H -1.92 -3.57 1.27 0.40
H -2.00 -3.39 -0.52 0.30
H -0.99 -1.30 1.40 0.31
H 0.21 -2.29 0.60 0.34
H -0.68 -1.34 -1.57 0.38
H -1.92 -0.45 -0.58 0.28
H 1.19 2.80 -0.73 0.39
H 0.69 4.82 0.51 0.26
H -1.07 4.63 2.42 0.35
H -2.21 2.40 2.86 0.47
H -1.73 0.49 1.54 -0.03
H 0.77 0.03 -3.07 0.53
H 4.93 -0.96 -2.13 0.26
H 2.23 -0.40 0.87 0.30
```

Computed properties:
- Highest occupied orbital energy: -8.323 eV
- SMILES: CCCCN(c1ccccc1)c1cc(=O)[nH]c(=O)[nH]1
- ΔE to the lowest compared entry with this formula, charge and spin: 51.0 kcal per mole



No. 9
# C8H18N2Si

A 2-piece molecular cluster, C8H18N2Si overall in a non-equilibrium geometry (ωB97M-V with the def2-TZVPD basis set, the OMol25 dataset).

```
29
Properties=species:S:1:pos:R:3:mulliken_charge:R:1
C -3.40 0.34 -1.58 -0.34
C -0.42 2.99 -0.04 -0.83
C -2.45 -0.48 -1.94 -0.67
C 0.07 1.93 -0.80 -0.24
C 2.09 -1.81 0.00 -1.03
C 2.78 0.02 -1.53 -0.91
C -1.51 -1.29 1.33 -0.83
C 0.18 0.24 2.49 -1.17
N 1.89 -0.43 -0.48 0.29
N -0.38 -0.33 1.25 0.54
Si 0.26 0.15 -0.28 -0.31
H -4.50 -0.04 -1.72 0.19
H -3.26 1.31 -1.23 0.30
H -0.57 3.99 -0.50 0.27
H -0.87 2.74 0.89 0.28
H -2.43 -1.53 -2.24 0.34
H 0.42 2.18 -1.75 0.43
H 3.16 -1.97 0.16 0.33
H 1.60 -2.03 0.89 0.30
H 1.82 -2.39 -0.88 0.34
H 2.61 -0.37 -2.55 0.37
H 2.60 1.10 -1.76 0.24
H 3.77 -0.24 -1.35 0.36
H -1.94 -1.44 0.33 0.19
H -1.15 -2.17 1.92 0.30
H -2.48 -1.05 1.96 0.22
H 0.96 1.02 2.22 0.32
H -0.38 0.90 3.05 0.45
H 0.71 -0.49 3.18 0.28
```

Computed properties:
- Highest occupied orbital energy (alpha / beta): -7.639 / -6.408 eV
- ΔE to the lowest compared entry with this formula, charge and spin: 111.3 kcal per mole



No. 10
# C15H20N3O6

A 2-piece molecular cluster, C15H20N3O6 overall in a non-equilibrium geometry (ωB97M-V with the def2-TZVPD basis set, the OMol25 dataset).

```
44
Properties=species:S:1:pos:R:3:mulliken_charge:R:1
C 3.69 4.98 -2.15 -1.43
C 2.62 4.17 -1.43 0.78
C 1.96 4.94 -0.30 -1.37
O 3.19 2.95 -0.95 -0.43
C 2.24 1.98 -0.88 0.66
N 2.65 0.70 -0.53 -0.23
N 1.86 -0.20 -0.74 -0.02
C 2.23 -1.49 -0.38 0.60
O 3.13 -1.65 0.41 -0.52
O 1.55 -2.52 -0.95 -0.39
C 2.05 -3.77 -0.48 0.70
C 1.56 -4.90 -1.37 -1.46
C 1.66 -3.98 0.98 -1.34
O 1.07 2.19 -1.12 -0.49
H 3.29 5.91 -2.56 0.38
H 4.49 5.24 -1.46 0.34
H 4.14 4.40 -2.96 0.34
H 1.85 3.86 -2.16 0.33
H 1.51 5.88 -0.64 0.35
H 1.18 4.34 0.17 0.38
H 2.70 5.19 0.46 0.33
H 3.15 -3.68 -0.57 0.30
H 1.96 -5.86 -1.05 0.39
H 0.47 -4.96 -1.34 0.36
H 1.85 -4.74 -2.41 0.35
H 2.04 -4.92 1.38 0.35
H 2.03 -3.16 1.59 0.37
H 0.57 -3.99 1.07 0.36
C -3.46 0.60 -0.22 -1.24
N -2.90 1.88 -0.01 0.95
O -2.75 2.62 -1.00 -0.75
O -2.57 2.23 1.14 -0.73
C -3.84 -0.28 0.80 1.14
C -3.63 0.00 2.17 -0.51
C -4.01 -0.88 3.14 -0.42
C -4.62 -2.08 2.79 -0.47
C -4.86 -2.37 1.46 -0.44
C -4.48 -1.49 0.48 -0.69
H -3.64 0.33 -1.24 0.32
H -3.16 0.93 2.44 0.47
H -3.83 -0.65 4.18 0.36
H -4.91 -2.77 3.56 0.35
H -5.36 -3.29 1.20 0.36
H -4.68 -1.72 -0.55 0.31
```

Computed properties:
- Highest occupied orbital energy: -2.677 eV
- Charge: -1
- ΔE to the lowest compared entry with this formula, charge and spin: 0.0 kcal per mole